Record 1
A structure of composition C28H33FN8O4SSr at a distorted geometry. Source: the OMol25 dataset; level of theory: wB97M-V/def2-TZVPD.

Output
Energy relative to the best compared isomer or geometry (same formula, charge and spin) (kJ/mol): 482.02
E_LUMO (eV): -0.0914

Geometry as XYZ:
```
76
Properties=species:S:1:pos:R:3:forces:R:3
H -2.138 -1.114 -6.006 0.0 0.0 0.1
H -0.905 -1.759 -8.114 0.0 0.0 0.0
H 3.284 1.106 -2.490 0.0 -0.1 0.0
C 2.068 -4.962 2.682 0.0 0.0 -0.1
N 0.893 2.597 -3.171 -0.2 0.1 -0.1
C -3.315 -3.362 1.015 -0.1 0.0 0.1
H 1.546 -5.621 0.698 0.0 0.0 0.0
H 0.999 2.555 -5.257 0.1 0.1 0.0
C -3.398 -2.069 3.024 0.0 0.1 0.0
H -1.531 -2.991 -0.155 -0.1 0.0 0.0
N 1.354 3.084 -1.060 0.2 -0.1 0.1
C -1.771 -0.372 -6.713 0.5 0.1 0.1
H -4.935 -3.444 2.423 0.0 0.0 0.0
C 0.900 1.868 -4.424 -0.1 -0.3 -0.3
H 1.766 1.206 -4.415 0.0 0.1 0.0
C 2.251 -3.851 3.488 0.0 0.1 -0.1
O -0.849 5.683 -3.357 0.0 -0.2 0.0
C -2.092 -2.772 0.746 0.1 0.2 -0.1
H -3.890 -1.754 3.935 0.0 0.0 0.0
O 0.613 -1.101 -5.846 0.0 -0.1 0.1
C 0.329 2.980 4.938 0.0 -0.1 0.0
C 1.524 2.205 -2.044 -0.1 0.1 0.2
C 2.035 -2.589 2.943 0.6 -0.6 0.2
H 2.580 -1.665 4.781 -0.1 0.0 0.0
C 1.689 -4.778 1.360 0.0 -0.1 0.0
C -0.054 3.115 2.250 0.1 -0.2 -0.1
N 1.040 -0.550 3.829 1.6 -0.4 5.1
H 2.133 0.816 4.931 0.0 0.0 0.0
F 2.186 0.250 1.224 4.2 1.3 -1.0
H 0.499 2.894 6.004 0.0 0.0 0.0
H -0.523 0.336 -3.796 -0.1 0.0 0.0
O -0.847 4.097 -4.826 0.1 0.0 0.1
C 2.245 -1.352 3.781 0.8 -0.3 0.2
N -1.001 0.099 -1.510 0.1 -0.1 0.0
S -0.120 0.104 -6.151 -0.3 0.0 0.4
N 0.310 1.950 2.794 0.0 0.8 0.7
C 1.087 0.603 4.692 0.3 0.3 0.6
C 0.597 4.074 -1.562 -0.2 0.1 -0.3
C -0.367 1.032 -4.619 0.2 -0.1 -0.5
H 0.590 0.406 5.655 0.1 0.0 0.0
C -1.614 -0.931 -8.122 0.1 0.0 0.0
N 1.637 -2.417 1.687 0.5 -1.2 0.0
H -3.745 -4.078 0.329 0.0 0.0 0.0
N -0.517 4.570 -3.743 -0.2 0.2 -0.2
C -0.128 -1.352 4.009 -0.7 -0.9 1.8
N -1.525 -1.891 1.565 -0.7 -0.8 0.0
C -0.389 0.084 -0.518 -0.9 0.3 -1.4
C -2.161 -1.539 2.679 -0.8 -0.3 -0.1
H -0.242 5.041 5.011 0.0 0.0 0.0
H -0.155 3.086 1.171 -0.1 0.1 0.0
H 1.185 -3.264 -0.113 -0.1 -0.1 0.0
O 0.432 1.001 -7.137 -0.1 0.2 -0.1
H -1.104 0.269 3.038 -1.2 0.5 0.8
Sr 0.411 -0.321 1.825 -2.5 0.5 -7.6
H -1.981 -0.303 4.433 -0.1 0.0 -0.1
C 0.281 3.804 -2.873 0.3 -0.2 0.5
H 0.304 4.942 -0.993 0.0 0.0 0.0
H -2.564 -1.292 -8.513 0.0 0.0 0.1
H -1.232 1.677 -4.759 0.0 0.0 0.0
H 2.218 -5.958 3.077 0.0 0.0 0.0
H -0.043 -2.252 3.404 0.0 0.0 0.1
H -0.233 -1.713 5.044 0.0 0.1 0.0
C -0.255 4.255 3.004 0.0 0.1 0.1
C -0.077 4.179 4.379 0.0 -0.1 -0.1
H -2.389 0.525 -6.684 0.0 0.0 0.0
H 3.039 -0.760 3.314 -0.1 0.1 0.0
H -1.226 -0.156 -8.780 0.0 0.0 -0.1
C 2.340 0.968 -1.956 -0.1 0.0 0.1
C -1.390 -0.621 3.576 -1.1 -0.1 1.0
H 2.540 -3.951 4.526 0.0 0.0 0.0
C 0.525 1.882 4.104 0.0 0.5 0.2
C -3.978 -3.001 2.179 0.0 0.0 -0.1
H -0.553 5.183 2.536 0.0 0.0 -0.1
H 2.522 0.746 -0.905 0.0 0.1 0.0
C 1.482 -3.485 0.908 0.1 0.1 0.0
H 1.803 0.121 -2.381 0.0 0.0 -0.1
```
Forces are in eV/Å.

---

Record 2
A structure of composition C4H8NPS at a distorted geometry. Source: the OMol25 dataset; level of theory: wB97M-V/def2-TZVPD.

Output
Energy relative to the best compared isomer or geometry (same formula, charge and spin) (kJ/mol): 499.67
E_LUMO (spin up / spin down) (eV): -0.1177 / 0.0382

Geometry as XYZ:
```
15
Properties=species:S:1:pos:R:3:forces:R:3
H 0.028 3.300 -1.749 -1.0 -0.8 -0.8
C -0.169 -0.116 -0.418 3.8 -4.1 1.9
H -1.135 -2.200 2.316 0.9 1.0 -0.2
H 1.369 0.696 -2.185 -0.6 -0.2 0.4
C -0.418 -1.447 1.867 -0.3 0.1 0.7
S -1.432 -0.439 0.688 0.5 0.1 0.0
H 1.459 -2.345 1.803 -1.2 -0.4 -1.4
C 0.621 -2.137 1.018 1.6 -1.3 0.8
H 0.286 -3.106 0.502 0.2 1.1 0.9
H 0.164 -0.838 2.662 -1.5 -0.6 -1.3
N 1.254 -1.349 0.027 -3.6 3.6 -1.6
C -0.388 2.368 -1.313 -1.8 0.5 1.8
H -0.034 2.557 -0.264 -0.2 -1.0 -0.7
P -0.064 0.672 -2.002 0.7 0.7 -0.1
H -1.571 2.242 -1.185 2.4 1.3 -0.5
```
Forces are in eV/Å.

---

Record 3
The molecule C4H5NO2 at a distorted geometry. Source: the OMol25 dataset; level of theory: wB97M-V/def2-TZVPD.

Output
SMILES: OCc1ccon1
Energy relative to the best compared isomer or geometry (same formula, charge and spin) (kJ/mol): 377.21
E_LUMO (eV): 0.9858

Geometry as XYZ:
```
12
Properties=species:S:1:pos:R:3:forces:R:3
H 0.068 -1.645 2.695 0.4 0.1 -0.1
O 0.862 1.136 -1.355 1.4 2.0 -2.5
C -0.571 0.994 -1.207 2.3 -1.0 0.3
C 0.148 -1.191 1.717 0.2 0.1 0.0
H 1.167 0.341 -1.804 0.3 0.0 -0.1
C 0.027 0.088 1.292 -0.8 -0.1 0.0
H -0.026 0.998 1.867 -0.2 -0.1 0.0
O 0.269 -2.029 0.684 0.4 0.2 0.1
N 0.170 -1.296 -0.495 -1.6 0.7 -0.1
H -1.060 0.602 -2.125 0.3 -0.3 0.8
C -0.124 -0.060 -0.118 -2.7 -0.1 0.1
H -0.929 2.060 -1.152 -0.1 -1.4 1.3
```
Forces are in eV/Å.

---

Record 4
A structure of composition C39H46IN9Ru. Source: the OMol25 dataset; level of theory: wB97M-V/def2-TZVPD.

Output
Multiplicity: 2
Net charge: +3
Energy relative to the best compared isomer or geometry (same formula, charge and spin) (kJ/mol): 68.50
E_LUMO (spin up / spin down) (eV): -9.7722 / -10.5362

Geometry as XYZ:
```
96
Properties=species:S:1:pos:R:3:forces:R:3
C 0.117 -4.825 -1.615 0.0 0.0 0.0
C 1.843 1.186 1.247 0.1 0.0 0.0
H -6.035 -0.468 -0.349 0.0 0.0 0.0
C -2.062 -0.465 4.053 0.0 0.0 0.0
H 5.109 2.542 -3.615 0.0 0.0 0.0
H 0.250 -2.326 5.605 0.0 0.0 0.0
C -2.036 0.539 3.120 0.0 0.1 0.0
H 2.532 3.640 -2.594 0.0 0.0 0.0
H 6.016 1.349 -5.567 0.0 0.0 0.0
C 5.884 -0.613 -4.695 0.0 0.0 0.0
C -0.384 4.490 1.710 0.0 0.1 0.0
H 6.314 -1.082 -5.569 0.0 0.0 0.0
H 0.906 0.996 1.768 0.0 0.0 0.0
C 5.198 1.464 -3.609 0.0 0.0 0.0
C -0.292 -1.132 -2.577 0.0 0.0 0.0
H -3.842 3.945 0.085 0.0 -0.1 0.0
C -0.858 -1.062 0.083 0.0 0.0 0.0
H 1.304 5.896 0.165 0.0 0.0 0.0
H 2.337 0.241 1.012 0.0 0.0 0.0
H 0.043 7.113 0.305 0.0 0.0 0.0
Ru -1.476 1.776 0.397 -0.9 -0.3 -0.3
H -4.023 0.013 1.108 0.0 0.0 0.0
H -1.819 -3.933 -3.402 0.0 0.0 0.0
H -0.163 -4.141 3.824 0.0 0.0 0.0
H -3.807 -3.321 4.425 0.0 0.0 0.0
H 2.501 1.724 1.933 0.0 0.0 0.0
N 2.558 2.462 -0.792 0.0 -0.1 0.1
C -3.778 1.547 -1.576 0.0 0.1 0.0
H -1.223 -4.960 4.955 0.0 0.0 0.0
H -0.470 -3.158 0.098 0.0 0.0 0.0
C -1.688 -2.875 4.749 0.0 0.0 0.0
H -1.126 -1.547 6.408 0.0 0.0 0.0
H -2.396 -0.222 5.052 0.0 0.0 0.0
H -0.887 -4.980 -1.211 0.0 0.0 0.0
H -2.346 1.532 3.397 0.0 0.0 0.0
N -4.171 0.380 0.182 0.0 -0.1 -0.1
H 5.689 -2.450 -3.589 0.0 0.0 0.0
H -0.947 -2.933 2.069 0.0 0.0 0.0
N -1.643 0.340 1.841 0.3 -0.1 -0.2
C -2.577 3.444 1.760 0.3 0.0 -0.2
N -3.289 1.234 -0.373 -0.1 -0.2 0.5
I -6.196 1.027 -3.454 0.0 0.0 0.0
C 5.003 -0.708 -2.505 0.0 0.0 0.0
H -0.715 -3.075 -4.491 0.0 0.0 0.0
C 1.595 1.984 0.019 0.1 0.2 0.0
C 5.539 -1.380 -3.608 0.0 0.0 0.0
H -3.251 2.224 -2.230 0.0 0.0 0.0
H -0.801 -3.252 6.675 0.0 0.0 0.0
C -1.898 4.831 -0.113 -0.1 0.1 0.1
C -0.495 -2.262 -0.502 -0.1 0.0 0.0
H 0.828 -4.733 -0.791 0.0 0.0 0.0
H -0.168 3.584 -2.142 0.0 0.0 0.0
H 0.384 -5.726 -2.165 0.0 0.0 0.0
C -1.263 -1.955 2.397 0.0 0.0 0.0
H 1.903 -4.373 -3.613 0.0 0.0 0.0
C 4.001 2.184 -0.659 -0.1 -0.1 -0.1
H -0.100 -1.101 -3.640 0.0 0.0 0.0
N 0.409 2.390 -0.429 0.1 -0.2 0.6
N -0.915 0.078 -0.628 0.2 0.2 0.0
H -1.056 3.244 3.300 0.0 -0.1 0.0
H -2.148 5.301 -1.057 0.0 0.0 0.0
C -0.676 5.127 0.502 0.0 0.0 0.0
N 4.210 -0.214 -0.556 -0.1 0.0 0.0
C -1.664 -1.766 3.719 0.0 0.0 0.0
C -0.640 0.034 -1.940 0.0 0.0 0.0
C -3.138 -3.039 5.240 0.0 0.0 0.0
H -0.712 0.965 -2.486 0.0 0.0 0.0
H -1.832 -4.559 3.360 0.0 0.0 0.0
C 4.846 0.676 -2.511 0.1 0.0 0.0
H 0.564 4.680 2.199 0.0 0.0 0.0
C 0.271 6.120 -0.093 0.0 0.0 0.0
C 5.713 0.788 -4.693 0.0 0.0 0.0
H -0.524 -4.799 -4.226 0.0 0.0 0.0
C -4.995 0.899 -1.790 0.0 0.0 0.0
C -0.783 -3.860 -3.738 0.0 0.0 0.0
C 0.629 3.126 -1.581 -0.1 0.0 0.0
C 0.176 -3.626 -2.560 0.1 0.0 0.0
H 4.545 2.997 -1.135 0.0 0.0 0.0
H 0.173 6.177 -1.176 0.0 0.0 0.0
C -0.784 -2.463 5.924 0.0 0.0 0.0
H -3.373 2.966 2.316 0.0 -0.1 0.0
N 4.582 -1.190 -1.279 -0.1 -0.1 0.0
C 1.615 -3.466 -3.080 0.0 0.0 0.0
H 2.317 -3.316 -2.258 0.0 0.0 0.0
C 1.962 3.167 -1.813 0.0 0.0 0.0
H -3.519 -2.132 5.710 0.0 0.0 0.0
C -2.858 4.044 0.524 0.2 0.1 -0.1
C -1.196 -4.202 4.174 0.0 0.0 0.0
C -0.203 -2.333 -1.863 -0.1 0.0 0.0
H 4.248 2.161 0.399 0.0 0.0 0.0
C -1.306 3.651 2.327 0.1 0.2 0.0
H 1.710 -2.630 -3.775 0.0 0.0 0.0
C -5.214 0.168 -0.638 0.0 0.0 0.0
H -3.170 -3.831 5.988 0.0 0.0 0.0
C -1.255 -0.912 1.489 0.0 0.0 0.0
N 4.360 0.946 -1.259 0.1 0.1 0.0
```
Forces are in eV/Å.

---

Record 5
The molecule C6H12S2 at a distorted geometry. Source: the OMol25 dataset; level of theory: wB97M-V/def2-TZVPD.

Output
SMILES: CCC(C)(C)C(=S)S
Energy relative to the best compared isomer or geometry (same formula, charge and spin) (kJ/mol): 158.62
E_LUMO (eV): -0.0912

Geometry as XYZ:
```
20
Properties=species:S:1:pos:R:3:forces:R:3
H -1.095 0.545 -2.218 0.3 -1.0 0.0
C 0.205 1.706 -0.566 -1.9 0.8 2.4
H 0.422 0.633 1.937 2.0 0.8 0.5
S 2.691 0.004 0.196 -0.2 -0.4 -0.2
H -1.439 -1.303 0.541 1.1 2.5 0.1
H -1.082 -1.193 -1.816 0.3 0.0 0.1
H 0.458 2.070 0.491 0.9 -0.2 -1.9
C 1.278 -0.706 -0.240 0.8 2.2 1.0
H 0.789 1.953 -1.443 0.6 0.6 0.5
C 0.037 0.180 -0.511 -0.9 -1.8 1.1
H -1.121 0.431 2.719 0.3 0.0 -0.1
H -1.854 0.463 0.540 -0.4 0.4 -0.1
H 0.304 -0.433 -2.599 0.8 -0.1 -0.3
H -0.230 -1.070 2.473 0.7 1.8 -0.5
C -0.446 -0.300 -1.851 -2.7 1.2 -0.8
S 1.092 -2.432 -0.255 -0.3 -0.2 0.0
H -0.813 2.308 -0.613 1.5 -1.8 -0.6
C -1.006 -0.184 0.675 -0.2 -2.3 -1.8
H 2.186 -2.659 0.500 -0.1 0.1 -0.3
C -0.379 -0.014 2.039 -2.7 -2.6 1.1
```
Forces are in eV/Å.

---

Record 6
A structure of composition C20H18AuBrN6S. Source: the OMol25 dataset; level of theory: wB97M-V/def2-TZVPD.

Output
Net charge: +2
Energy relative to the best compared isomer or geometry (same formula, charge and spin) (kJ/mol): 7.48
E_LUMO (eV): -9.9141

Geometry as XYZ:
```
47
Properties=species:S:1:pos:R:3:forces:R:3
C -1.281 1.381 -0.780 -0.2 0.3 0.0
H -0.129 2.700 3.133 -0.1 0.0 0.0
N 1.141 -0.403 -1.101 0.7 -0.1 -0.3
C 0.129 1.918 -0.916 0.2 0.1 -0.1
H 0.515 1.150 4.809 0.0 0.0 0.0
Br 3.698 -2.180 -6.100 0.0 0.0 0.0
N -1.450 0.134 -0.367 -0.4 0.1 -0.2
H -4.796 -0.033 -0.488 0.0 0.0 0.0
C 0.335 3.390 1.132 0.0 0.2 0.2
C -2.692 -0.347 -0.269 -0.2 0.0 0.0
N 1.117 0.467 0.921 0.2 0.3 0.4
C 0.198 2.374 2.156 -0.1 0.1 0.0
C -3.811 0.398 -0.585 0.1 0.0 0.0
H -1.205 -5.249 2.898 0.0 0.0 0.0
C -0.635 -3.294 2.700 0.0 -0.1 -0.1
C 0.345 3.223 -0.192 -0.1 0.0 -0.2
H 2.035 -3.560 -4.145 0.0 0.0 0.0
H 2.626 1.209 -2.713 0.0 0.0 0.0
C 2.140 -2.542 -3.800 0.0 0.1 0.0
H -1.206 0.910 4.480 0.0 0.0 0.0
H -0.235 -0.446 5.058 0.0 0.0 0.0
N -0.040 -1.147 2.606 0.0 -0.1 -0.1
C -2.348 2.205 -1.130 0.0 -0.1 0.1
C 0.479 1.068 2.004 0.0 -0.1 -0.3
C 1.222 0.926 -0.439 -0.1 0.0 0.0
C -3.632 1.702 -1.030 0.0 0.0 0.0
N -0.447 -2.186 3.362 0.0 0.1 0.2
C 1.719 -0.737 -2.200 -0.3 0.0 -0.2
C 2.906 -1.618 -4.565 0.0 0.0 0.0
C 1.559 -2.115 -2.657 0.1 0.0 0.0
N -1.059 -4.370 3.364 0.0 0.0 0.0
H 3.666 0.405 -4.780 0.0 0.0 0.0
H -2.779 -1.370 0.077 0.0 0.0 0.0
H -4.482 2.317 -1.293 0.0 0.0 0.0
C 0.091 0.079 3.028 0.0 -0.1 0.1
H 0.401 4.411 1.492 0.1 0.0 0.0
C 3.074 -0.255 -4.162 0.0 0.0 0.0
H 0.493 4.101 -0.806 0.0 0.0 -0.1
H 2.189 1.400 -0.627 0.0 -0.1 0.0
S -0.393 -3.515 0.961 0.0 0.0 -0.1
C 2.500 0.181 -3.022 0.0 0.0 -0.1
H -2.173 3.216 -1.469 0.0 0.0 0.0
C -0.221 0.442 4.433 0.0 0.0 0.1
H -1.215 -4.312 4.358 0.0 0.0 0.0
H 0.294 2.096 -1.986 0.1 0.0 0.0
Au 0.395 -1.343 0.693 0.1 -0.4 0.2
H 0.963 -2.780 -2.044 0.0 0.0 0.0
```
Forces are in eV/Å.

---

Record 7
A structure of composition C14H24BrCsF3N2O6PSSeSi at a distorted geometry. Source: the OMol25 dataset; level of theory: wB97M-V/def2-TZVPD.

Output
Net charge: -2
E_LUMO (eV): 3.9368

Geometry as XYZ:
```
55
Properties=species:S:1:pos:R:3:forces:R:3
C 0.871 -4.812 1.142 0.0 -0.1 0.3
H -1.910 4.270 0.880 0.1 0.0 0.0
H -0.755 -5.626 -1.611 0.2 0.0 0.0
C -1.724 5.311 1.156 0.2 0.0 0.0
C -4.663 -1.264 -0.051 -0.1 0.3 0.2
C -2.846 -2.520 0.396 0.2 -0.2 -0.2
H -3.035 -4.636 0.166 0.0 0.1 0.0
C 2.645 4.811 2.290 -0.3 0.1 -0.1
H 0.704 4.333 -2.339 0.0 0.0 0.0
H 3.216 3.920 2.055 0.1 -0.1 -0.1
H 2.247 5.196 -2.107 0.0 0.0 0.0
H 3.297 -5.290 -0.742 -0.1 0.2 0.0
C -2.491 3.968 -1.865 0.6 -0.7 0.3
C 0.106 -2.653 -0.879 0.1 0.3 -0.1
O 4.138 1.953 1.060 -0.1 0.1 -0.1
C -3.550 -3.684 0.110 0.1 -0.2 0.1
C 2.908 -4.271 -0.904 0.4 0.0 0.0
O -0.324 5.568 1.379 -0.4 -0.1 0.0
H 0.799 -6.499 -1.559 -0.1 0.2 0.0
H 3.426 -3.599 -0.204 -0.1 -0.1 -0.1
S 2.919 1.220 0.823 1.0 0.1 0.5
H 0.454 -1.744 -0.370 0.0 -0.1 -0.1
H -0.180 -4.864 1.460 0.2 0.0 -0.1
F 4.041 -0.434 2.504 -0.1 -0.2 -0.1
Cs 0.059 1.544 -0.235 -2.9 -1.2 -0.6
H 3.299 5.559 2.736 0.0 0.0 0.0
O 0.693 5.799 -0.854 0.1 0.0 -0.1
P 0.741 4.793 0.423 0.2 0.6 0.2
C 1.159 5.298 -2.106 0.0 -0.1 0.1
H 1.315 -5.813 1.253 0.0 0.2 0.0
H 1.393 -4.136 1.838 -0.1 -0.1 -0.1
H 0.500 -5.276 -2.816 0.0 -0.1 0.2
O 2.087 5.406 1.110 0.2 0.0 0.1
C 3.364 -0.480 1.337 0.0 0.1 0.1
C -4.879 -3.597 -0.254 0.0 -0.2 0.0
F 4.146 -1.056 0.423 0.1 -0.1 0.1
H 0.865 6.013 -2.868 0.0 0.0 0.0
O 1.804 1.541 1.702 0.9 0.1 0.8
C -5.466 -2.348 -0.361 0.0 0.1 0.0
O 2.521 1.089 -0.564 1.6 -0.3 -0.2
C 0.331 -5.523 -1.757 -0.2 -0.2 -0.2
Se -3.736 5.187 -2.334 -0.1 0.1 0.0
H 1.865 4.554 3.013 0.0 0.0 0.0
H -2.248 5.535 2.082 0.0 0.0 0.0
H -5.465 -4.487 -0.458 0.0 0.0 0.0
H 3.186 -3.954 -1.918 -0.1 -0.1 0.1
Si 1.024 -4.152 -0.638 -0.2 -0.1 0.1
F 2.278 -1.229 1.516 0.1 -0.1 0.0
H -2.109 5.940 0.353 0.0 0.0 0.0
N -1.692 3.174 -1.537 -1.2 1.4 -0.9
N -3.411 -1.314 0.341 -0.3 0.2 -0.2
Br -5.438 0.489 -0.174 0.0 -0.1 0.0
H -0.223 -2.440 -1.901 0.0 0.0 0.1
H -6.491 -2.213 -0.671 0.0 0.0 0.0
H -1.765 -2.558 0.530 0.0 0.0 0.2
```
Forces are in eV/Å.

---

Record 8
A cluster of 5 separate species, C6H24N2O4 in total at a distorted geometry. Source: the OMol25 dataset; level of theory: wB97M-V/def2-TZVPD.

Output
SMILES: CNC[C@@H](N)C(C)C.O.O.O.O
Energy relative to the best compared isomer or geometry (same formula, charge and spin) (kJ/mol): 104.05
E_LUMO (eV): 0.2819

Geometry as XYZ:
```
36
Properties=species:S:1:pos:R:3:forces:R:3
O -1.118 2.893 -0.460 0.4 -0.4 0.1
C -1.406 -2.575 -1.385 0.5 -0.9 0.9
H -3.415 2.743 -1.117 0.1 -0.2 -0.1
C 0.043 -0.673 -0.517 1.7 -2.2 1.5
H -0.238 -4.112 0.323 -0.3 0.3 0.0
H -2.227 1.920 1.666 -0.2 0.0 0.0
H 0.692 -2.343 -1.643 0.1 -0.2 0.5
H -0.705 2.073 -0.791 -0.3 0.1 -0.3
C 1.427 -0.463 0.173 -0.4 1.1 -0.7
H 1.364 -3.520 0.221 0.0 0.0 0.0
H -4.256 1.521 -1.591 0.2 0.0 0.0
H 0.498 -0.239 -2.455 0.1 0.1 0.0
C -0.002 -2.236 -0.788 -2.0 1.5 -1.3
N -0.103 0.111 -1.717 -0.3 0.6 0.1
H 1.389 2.045 2.417 1.1 0.0 0.9
H 0.353 -2.793 1.355 -0.7 0.4 0.1
C 0.327 -3.176 0.341 1.6 -1.0 0.1
O -1.712 1.563 2.397 0.1 0.1 -0.3
H -1.259 -3.339 -2.141 -0.3 -0.1 -0.3
H 0.798 1.445 0.264 0.0 0.1 0.3
O 4.062 2.109 0.141 0.2 0.1 0.0
H 0.468 0.587 2.569 0.0 -0.2 0.0
H -1.915 -1.724 -1.806 -0.2 0.2 -0.3
H 2.160 0.246 2.544 0.5 1.1 0.7
H 4.189 1.257 0.581 -0.2 0.3 -0.2
H -0.693 -0.352 0.232 -0.2 -0.2 -0.2
N 1.522 0.909 0.724 0.2 -0.6 0.0
H -1.053 0.040 -2.067 0.1 0.0 0.0
C 1.426 0.982 2.208 -1.3 -1.0 -1.9
H -0.824 1.848 2.149 -0.2 0.0 0.2
H 2.239 -0.696 -0.543 -0.2 0.5 0.0
H 3.098 2.233 0.162 0.3 -0.5 0.1
O -4.294 2.459 -1.397 -0.1 0.3 0.1
H 1.588 -1.203 0.949 -0.3 0.1 0.3
H -0.358 3.483 -0.383 -0.3 0.2 0.0
H -2.063 -3.025 -0.618 0.3 0.4 -0.2
```
Forces are in eV/Å.

---

Record-wise DFT total energy values, in a.u.: -2354.42009; -951.30020; -360.52575; -2398.23726; -1032.12887; -4208.66309; -7433.14755; -653.43177